[1]
{"formula": "C34H78AlN4O", "method": "the ωB97M-V functional and the def2-TZVPD basis", "gap_ev": 6.73, "spin_multiplicity": 1, "e_lumo_ha": 0.0674, "total_charge": -1, "elements": ["C", "C", "C", "C", "C", "C", "C", "C", "C", "C", "C", "C", "C", "C", "C", "Al", "N", "C", "O", "H", "H", "H", "H", "H", "H", "H", "H", "H", "H", "H", "H", "H", "H", "H", "H", "H", "H", "H", "H", "H", "H", "H", "H", "H", "H", "H", "H", "H", "H", "H", "H", "H", "C", "C", "N", "C", "C", "C", "C", "H", "H", "H", "H", "H", "H", "H", "H", "H", "H", "H", "H", "H", "H", "H", "C", "C", "N", "C", "C", "C", "C", "H", "H", "H", "H", "H", "H", "H", "H", "H", "H", "H", "H", "H", "H", "H", "C", "C", "N", "C", "C", "C", "C", "H", "H", "H", "H", "H", "H", "H", "H", "H", "H", "H", "H", "H", "H", "H"], "coordinates": [[-2.14156, 3.10072, -0.25199], [-0.94537, 3.96284, 0.15077], [0.40493, 3.45218, -0.36021], [0.74689, 2.00306, 0.02814], [1.21806, 1.15563, -1.15487], [1.55067, -0.29387, -0.76534], [1.31447, -1.24404, -1.93390], [1.85879, -2.66270, -1.76785], [1.39147, -3.38685, -0.50117], [-0.06936, -3.87759, -0.59164], [-0.22118, -5.38551, -0.36857], [-0.08972, -5.80541, 1.11035], [0.84446, -6.99812, 1.36115], [2.28084, -6.59704, 1.70068], [3.19034, -7.81526, 1.97315], [3.56732, -8.09978, 3.94004], [2.49654, -9.60404, 4.55168], [1.31045, -9.44686, 4.57343], [0.12748, -9.34266, 4.59247], [-3.06814, 3.56489, 0.10080], [-2.10330, 2.09867, 0.17859], [-2.22129, 3.01116, -1.33975], [-1.10399, 4.96924, -0.25281], [-0.91427, 4.05479, 1.24247], [0.42303, 3.55185, -1.45270], [1.18869, 4.11891, 0.01283], [1.52886, 1.99709, 0.79508], [-0.12529, 1.51393, 0.47338], [0.42738, 1.15653, -1.91624], [2.09105, 1.63880, -1.60906], [2.59453, -0.33430, -0.43654], [0.91509, -0.54339, 0.08935], [0.23744, -1.27426, -2.13728], [1.77603, -0.80270, -2.82804], [2.95256, -2.65493, -1.82464], [1.51769, -3.25141, -2.62982], [2.04508, -4.24626, -0.32847], [1.52099, -2.74000, 0.37044], [-0.67437, -3.37229, 0.16992], [-0.48824, -3.60240, -1.56738], [0.51921, -5.92557, -0.96995], [-1.20416, -5.68631, -0.74732], [-1.08424, -6.03045, 1.50620], [0.28587, -4.95149, 1.68863], [0.85832, -7.65023, 0.47909], [0.45364, -7.59338, 2.19371], [2.67957, -5.98436, 0.87847], [2.22830, -5.93919, 2.57810], [4.13765, -7.71064, 1.43228], [2.69720, -8.71658, 1.58275], [3.08539, -6.78662, 4.76719], [5.12281, -8.44074, 4.25506], [-6.93165, 8.54059, 1.10449], [-5.59008, 8.31202, 1.78401], [-5.31964, 6.91033, 2.04566], [-4.20923, 6.68872, 2.95591], [-2.80600, 7.10688, 2.50088], [-5.37835, 6.03134, 0.88926], [-4.47649, 6.36457, -0.30532], [-7.73384, 8.06278, 1.66848], [-7.13933, 9.60993, 1.04663], [-6.94869, 8.14959, 0.08654], [-5.59462, 8.81984, 2.75265], [-4.80277, 8.79971, 1.18623], [-4.19815, 5.62558, 3.21108], [-4.44604, 7.21949, 3.88336], [-2.40443, 6.43812, 1.73994], [-2.12238, 7.07904, 3.35159], [-2.79493, 8.12291, 2.10347], [-6.41307, 5.99530, 0.53948], [-5.15589, 5.02095, 1.24219], [-4.53548, 7.41864, -0.58130], [-4.78850, 5.78186, -1.17450], [-3.43186, 6.12373, -0.11138], [-6.20469, 1.09728, -1.50083], [-4.82300, 0.72785, -0.98268], [-4.70503, -0.67458, -0.62750], [-3.51180, -0.97403, 0.14690], [-2.15568, -0.76184, -0.53103], [-5.03747, -1.62207, -1.67866], [-4.26691, -1.52395, -3.00204], [-6.97567, 0.78371, -0.79552], [-6.27371, 2.17863, -1.63026], [-6.41748, 0.63867, -2.46736], [-4.62218, 1.30243, -0.07361], [-4.07005, 1.05272, -1.71991], [-3.58366, -2.00870, 0.49220], [-3.55164, -0.35239, 1.04745], [-1.94137, -1.52837, -1.27320], [-1.35941, -0.80783, 0.21468], [-2.09601, 0.21483, -1.01597], [-6.10441, -1.52496, -1.89528], [-4.91378, -2.62387, -1.26049], [-4.20853, -0.49405, -3.35907], [-4.77917, -2.10806, -3.76918], [-3.25158, -1.90916, -2.92088], [9.18714, -1.61642, -1.16771], [7.86386, -1.21108, -1.79924], [6.79896, -1.05089, -0.82750], [5.47621, -0.98136, -1.41660], [5.14124, 0.22032, -2.31094], [7.06561, -0.12474, 0.25903], [7.42145, 1.32251, -0.10701], [9.05832, -2.50125, -0.54343], [9.91379, -1.84668, -1.94820], [9.61008, -0.82120, -0.55243], [7.54721, -1.99934, -2.48786], [8.02600, -0.31128, -2.41649], [4.73976, -1.03536, -0.61111], [5.33729, -1.89606, -2.00155], [4.99252, 1.13047, -1.72864], [4.21119, 0.02775, -2.85111], [5.91877, 0.41595, -3.05084], [7.87861, -0.53583, 0.86198], [6.18879, -0.13111, 0.91097], [8.17220, 1.36486, -0.89819], [7.83681, 1.83006, 0.76594], [6.55420, 1.89344, -0.43678]], "forces_ev_per_a": [[-0.1, 0.2, 0.1], [0.0, -0.1, -0.1], [0.0, 0.0, 0.0], [0.1, 0.0, 0.0], [-0.1, 0.0, 0.1], [-0.1, 0.5, -0.2], [0.1, 0.0, -0.1], [-0.2, -0.1, 0.0], [0.0, -0.1, 0.0], [0.1, 0.0, 0.2], [-0.1, 0.1, 0.0], [0.1, 0.0, 0.0], [0.0, 0.0, 0.1], [0.0, -0.1, -0.2], [-0.2, 0.1, 0.2], [0.3, -0.1, 0.0], [-0.1, 0.5, -0.1], [0.0, -0.3, 0.0], [-0.1, 0.0, 0.1], [0.0, -0.1, 0.0], [0.0, 0.1, -0.1], [0.1, -0.1, 0.0], [0.1, 0.0, 0.1], [0.0, 0.0, 0.0], [0.0, -0.1, 0.0], [0.0, 0.0, -0.1], [-0.1, 0.0, 0.0], [0.1, 0.0, 0.0], [0.0, 0.0, 0.0], [0.0, -0.1, -0.1], [-0.1, -0.1, 0.1], [0.1, -0.2, 0.0], [0.0, 0.0, 0.0], [-0.1, 0.0, 0.0], [0.0, 0.1, 0.1], [0.1, 0.0, 0.0], [-0.1, 0.0, 0.0], [0.1, 0.0, 0.0], [-0.1, 0.0, -0.2], [0.0, 0.0, 0.0], [0.0, 0.1, 0.0], [0.1, -0.1, 0.0], [0.0, 0.1, 0.0], [0.0, -0.1, 0.0], [-0.1, 0.0, 0.1], [0.1, 0.0, -0.1], [0.0, 0.0, 0.0], [0.1, 0.0, -0.1], [0.0, 0.0, 0.0], [0.1, 0.0, -0.1], [-0.1, 0.0, 0.0], [0.0, -0.1, 0.0], [0.0, 0.0, 0.0], [0.0, 0.0, 0.0], [0.0, 0.0, 0.0], [0.0, 0.0, 0.1], [0.0, 0.0, 0.0], [0.0, -0.1, -0.1], [0.0, -0.1, 0.0], [0.0, 0.0, 0.0], [0.0, 0.0, 0.0], [0.0, 0.0, 0.0], [0.0, 0.0, 0.0], [0.0, 0.0, 0.0], [0.0, 0.0, 0.0], [0.0, 0.0, 0.0], [0.0, 0.0, 0.0], [0.0, 0.0, 0.0], [0.0, 0.0, 0.0], [0.0, 0.0, 0.0], [0.0, 0.0, 0.0], [0.0, 0.0, 0.0], [0.0, 0.0, 0.0], [0.0, 0.1, 0.0], [0.0, 0.0, 0.0], [0.0, 0.0, 0.0], [0.0, 0.0, 0.0], [0.0, 0.0, 0.1], [0.0, 0.0, 0.0], [0.0, -0.1, -0.1], [0.0, 0.0, 0.0], [0.0, 0.0, 0.0], [0.0, 0.0, 0.0], [0.0, 0.0, 0.0], [0.0, 0.0, 0.0], [0.0, 0.0, 0.0], [0.0, 0.0, 0.0], [0.0, 0.0, 0.0], [0.0, 0.0, 0.0], [0.0, 0.0, 0.0], [0.0, 0.0, 0.0], [0.0, 0.0, 0.0], [0.0, 0.0, 0.0], [0.0, 0.0, 0.0], [0.0, 0.0, 0.0], [0.0, 0.0, 0.0], [0.0, 0.0, 0.0], [0.0, 0.0, 0.0], [0.0, 0.1, 0.0], [-0.1, -0.1, -0.1], [-0.1, 0.0, 0.1], [0.0, 0.0, 0.1], [0.0, 0.0, 0.0], [0.0, 0.0, 0.0], [0.0, 0.0, 0.0], [0.0, 0.0, 0.0], [0.0, 0.0, 0.0], [0.0, 0.0, 0.0], [0.1, 0.0, 0.1], [0.0, 0.0, 0.0], [0.0, 0.0, 0.0], [0.0, 0.0, 0.0], [0.0, 0.0, 0.0], [0.0, 0.0, 0.0], [0.0, 0.0, 0.0], [0.0, 0.0, 0.0], [0.0, 0.0, 0.0], [0.0, 0.0, 0.0]]}

---

[2]
{"formula": "C17H22BBeBr3Cl4F8MgNO17PSV", "method": "the ωB97M-V functional and the def2-TZVPD basis", "gap_ev": 0.80, "spin_multiplicity": 1, "e_lumo_ha": -0.3435, "total_charge": 1, "elements": ["C", "C", "Cl", "C", "Cl", "C", "C", "S", "O", "O", "O", "C", "O", "N", "O", "C", "C", "H", "H", "H", "H", "H", "H", "H", "H", "H", "H", "H", "Cl", "Be", "C", "Br", "Br", "Br", "H", "F", "P", "F", "F", "F", "F", "F", "Cl", "Mg", "B", "O", "C", "O", "C", "O", "O", "F", "F", "O", "V", "O", "C", "O", "C", "O", "O", "C", "H", "H", "H", "H", "H", "H", "C", "C", "O", "C", "O", "O", "H", "H", "H", "H"], "coordinates": [[1.67601, 0.82646, -1.20355], [0.38525, 0.41464, -0.42101], [0.66772, -0.41132, 1.19243], [-0.93390, 0.60063, -0.81087], [-1.19399, 1.42712, -2.42380], [-2.16452, 0.15933, 0.09009], [-2.36244, -1.41959, 0.14640], [-3.97357, -1.73241, 1.03910], [-3.84381, -2.83732, 2.04921], [-5.05530, -2.15640, 0.09174], [-4.32318, -0.29782, 1.84728], [-4.57419, 0.79243, 0.93240], [-4.50849, 2.04121, 1.68601], [-5.40469, 2.93014, 1.17383], [-4.93609, 4.03304, 1.34436], [-3.51707, 0.92651, -0.26322], [-4.23774, 0.43891, -1.59392], [2.39123, 1.39979, -0.48194], [2.26367, -0.08295, -1.54347], [1.49918, 1.48485, -2.09639], [-1.88271, 0.48850, 1.14952], [-2.32424, -1.94501, -0.84950], [-1.57316, -1.90804, 0.80827], [-5.64125, 0.71490, 0.55221], [-3.26069, 2.02666, -0.38163], [-5.35595, 0.64700, -1.55490], [-4.13223, -0.66872, -1.79693], [-3.87170, 0.96772, -2.52809], [3.47872, 2.90940, -0.54349], [-2.89275, -0.82440, 3.32316], [-4.92612, 7.62264, 2.96961], [-5.05317, 7.87046, 4.88760], [-6.00592, 8.90606, 2.00416], [-3.08407, 7.63173, 2.36556], [-5.32854, 6.63800, 2.75053], [5.25078, 1.64804, -4.58052], [4.87477, 0.45575, -3.54993], [6.22998, 0.83229, -2.75634], [5.80105, -0.50455, -4.46773], [3.51677, 1.35475, -3.64750], [4.51171, 0.24135, -1.98494], [3.93158, -0.83231, -3.84724], [-3.96317, 4.31698, 3.15846], [1.94724, 4.84607, -0.03199], [10.32065, 0.49036, -0.45870], [9.36962, 0.60629, -1.58811], [8.88228, -0.59244, -1.82479], [8.07924, -0.84679, -2.67985], [9.48129, -1.56936, -0.86802], [9.24463, -2.74440, -0.82056], [10.31979, -0.93870, -0.07158], [9.88667, 1.28959, 0.62655], [11.61374, 0.88316, -0.86994], [-2.22588, 11.12202, 5.60841], [-2.95116, 10.32910, 6.96589], [-3.67256, 9.53430, 8.32403], [-9.18293, -5.49676, 5.65474], [-8.44426, -5.40690, 4.43582], [-8.05477, -4.16826, 4.12096], [-8.27166, -3.17193, 4.76122], [-7.37761, -4.22706, 2.96482], [-6.90139, -2.96627, 2.50870], [-9.44393, -6.54318, 5.80613], [-8.57579, -5.16520, 6.49849], [-10.10398, -4.91543, 5.59076], [-6.20449, -2.53408, 3.23050], [-7.73470, -2.28566, 2.32045], [-6.37499, -3.12980, 1.57490], [7.90714, -4.13338, -4.44753], [7.44914, -3.16663, -5.49865], [8.35767, -3.40649, -6.56979], [8.83688, -4.66844, -6.41667], [9.49075, -5.24431, -7.23112], [8.47350, -5.19135, -5.21424], [7.08733, -4.49752, -3.82845], [8.68160, -3.71194, -3.79876], [6.43245, -3.37402, -5.84395], [7.50471, -2.13099, -5.16470]], "forces_ev_per_a": [[0.0, -0.8, 1.3], [-0.9, 0.4, -1.1], [-0.2, 0.9, -1.6], [1.3, -0.4, 0.8], [0.1, -0.9, 1.8], [0.2, 0.7, -0.2], [0.7, 0.8, 0.7], [-3.0, -6.3, -2.9], [1.2, 4.2, -0.3], [2.9, 2.9, 2.0], [0.7, -0.8, 0.0], [-0.5, 1.8, -1.5], [0.4, -2.4, 0.0], [1.3, 1.8, 0.3], [-1.9, -1.1, -1.1], [-0.2, -0.6, -0.6], [-0.4, 0.0, -0.8], [-2.1, -2.1, -1.3], [-0.8, 1.0, 0.3], [-0.1, -0.8, 0.9], [-0.2, -0.4, -1.2], [-0.7, 0.5, 1.0], [-1.0, 0.7, -0.7], [1.4, -0.3, 0.5], [-0.4, -1.3, 0.3], [1.4, -0.2, 0.1], [-0.1, 1.3, 0.4], [-0.2, -0.6, 1.4], [-0.5, 4.1, 0.8], [-0.4, 0.0, -0.1], [-0.1, 0.2, -0.2], [0.1, 0.0, -0.1], [0.3, -0.2, 0.2], [-0.2, 0.2, 0.1], [0.1, 0.2, 0.2], [1.5, 0.1, -1.1], [0.9, -0.2, -1.3], [1.8, 1.3, -0.5], [1.9, 0.0, -0.3], [-2.1, 0.1, 1.5], [-2.2, -1.0, 1.6], [-2.2, -0.1, 0.5], [0.6, 0.0, 1.1], [2.1, -2.2, -0.8], [2.1, 2.7, 1.5], [-0.4, -1.5, 0.0], [-1.7, 3.6, -2.9], [0.6, -0.8, 0.6], [2.1, -3.0, 3.2], [-0.3, 0.6, -0.5], [-1.1, -0.4, -1.1], [0.2, -0.9, -1.0], [-1.3, -0.5, 0.2], [-1.7, -2.0, 3.4], [-0.3, -0.1, -0.2], [1.9, 2.0, -3.4], [-0.3, -0.1, 0.4], [0.2, 0.3, -0.2], [-0.1, -0.4, 0.1], [0.1, 0.0, -0.1], [0.0, 0.1, 0.1], [-0.1, 0.1, -0.2], [0.2, 0.0, -0.2], [-0.1, 0.1, -0.1], [0.2, 0.1, 0.0], [-0.2, 0.0, 0.1], [0.0, 0.0, 0.2], [-0.2, -0.3, 0.1], [-0.2, 0.0, 0.6], [-0.5, 0.7, 0.1], [0.2, -0.5, 0.1], [0.4, -0.2, -0.6], [-0.3, 0.2, 0.3], [0.1, 0.1, -0.3], [0.1, -0.1, -0.1], [0.0, 0.0, 0.0], [0.1, 0.0, 0.0], [0.0, -0.1, -0.2]]}

---

[3]
{"formula": "C3H11NO3", "method": "the ωB97M-V functional and the def2-TZVPD basis", "gap_ev": 9.45, "relative_energy_kj_mol": 346.4, "spin_multiplicity": 1, "e_lumo_ha": -0.0040, "smiles": "C=CN=C.O.O.O", "total_charge": 0, "elements": ["C", "C", "C", "N", "H", "H", "H", "H", "H", "H", "H", "O", "H", "H", "O", "H", "H", "O"], "coordinates": [[1.24539, -1.42811, -0.97429], [1.82610, -1.45570, 0.30557], [-0.99049, -1.20369, -0.41382], [-0.13139, -1.18103, -1.38218], [1.84565, -1.52055, -1.90877], [1.47523, -1.58354, 1.31511], [2.95690, -1.46684, 0.58945], [-1.92347, -0.68096, -0.56123], [-0.65809, -1.41209, 0.62121], [-0.11388, 0.82219, -1.87304], [0.09173, 2.27464, -2.40272], [-0.41211, 1.75515, -1.73879], [-1.51567, 0.77482, 2.08282], [-0.39371, -0.07166, 2.92386], [-1.23291, -0.12101, 2.40658], [-0.18286, 1.67150, 0.44530], [-1.04295, 2.49946, -0.18442], [-0.84348, 2.32741, 0.74936]], "forces_ev_per_a": [[1.3, -0.2, 1.6], [1.5, -0.4, -1.9], [1.9, 0.9, -0.3], [-0.1, -0.1, 2.2], [0.0, 0.3, 1.2], [-1.7, 0.5, -0.2], [-1.7, -0.1, -2.0], [-0.6, -0.6, -0.2], [-0.7, -0.3, -0.6], [-0.5, 0.6, 0.1], [-0.5, -0.5, 0.7], [1.0, -0.3, -1.4], [0.9, -0.8, 0.5], [-1.2, 0.5, -0.7], [0.4, 0.5, 0.2], [0.1, 0.1, 1.1], [-0.8, 0.7, 0.2], [0.6, -0.8, -0.6]]}

---

[4]
{"formula": "C4H15NO2S", "method": "the ωB97M-V functional and the def2-TZVPD basis", "gap_ev": [2.40, 8.90], "relative_energy_kj_mol": 36.4, "spin_multiplicity": 2, "e_lumo_ha": [0.1134, 0.1144], "total_charge": -1, "elements": ["C", "N", "C", "C", "S", "C", "H", "H", "H", "H", "H", "H", "H", "H", "H", "H", "H", "H", "H", "O", "H", "H", "O"], "coordinates": [[1.14463, 1.61531, -0.84288], [0.38812, 0.50990, -0.27308], [1.25565, -0.62047, 0.04998], [0.57847, -1.55034, 1.06715], [0.47532, -3.28165, 0.53569], [0.23922, 2.50391, -1.72703], [1.96728, 1.25738, -1.47283], [1.51917, 2.22566, -0.01754], [-0.38808, 0.20681, -0.85586], [1.53612, -1.18612, -0.83882], [2.23419, -0.23230, 0.33592], [-0.35983, -1.14470, 1.40800], [1.21266, -1.66131, 1.94599], [-0.23514, -3.16479, -0.59710], [0.34324, 3.55180, -1.42706], [-0.81456, 2.30198, -1.62850], [0.56387, 2.46314, -2.76150], [-2.83520, 0.86194, -2.31402], [-3.09232, 0.11077, -0.96878], [-2.40510, 0.55760, -1.49507], [-1.03366, 1.82413, 1.85545], [-0.30615, 2.89424, 2.55298], [-1.21232, 2.60148, 2.40842]], "forces_ev_per_a": [[-1.2, 0.3, -0.5], [0.5, -0.3, 0.5], [-0.4, 0.3, -0.5], [1.1, -0.3, -0.1], [-0.1, -0.2, 0.1], [0.7, 0.7, 0.4], [0.3, 0.0, 0.2], [0.4, -0.1, 0.0], [-0.1, 0.3, -0.1], [-0.2, -0.3, -0.3], [-0.1, 0.1, 0.8], [-0.4, 0.0, -0.2], [0.0, 0.1, 0.2], [-0.1, 0.3, 0.0], [0.1, 0.0, 0.0], [-0.2, -0.5, 0.0], [-0.3, -0.2, -0.2], [-0.3, -0.2, 0.0], [-0.2, 0.0, -0.2], [0.5, 0.1, 0.1], [-0.5, 0.0, -0.2], [-0.1, 0.3, 0.2], [0.6, -0.4, -0.1]]}

---

One value per record, in order, for max |F|: 0.5, 7.6, 2.6, 1.3 eV/Å.